Computed, not measured: a molecular structure, C49H60ILaN6O9S2, with ωB97M-V/def2-TZVPD.

The geometry in XYZ format:
```
128
Properties=species:S:1:pos:R:3:forces:R:3
La 0.08901 0.65580 -0.49094 0.0 -0.5 0.4
C -3.83697 0.46107 5.17955 0.1 0.0 0.0
C -4.21710 0.12922 3.73401 -0.1 0.0 -0.1
C -3.06590 -0.36261 2.91438 0.1 0.0 0.1
C -2.70631 -1.64404 2.64838 0.0 0.0 0.0
C -3.37046 -2.90512 3.10342 0.0 0.0 0.0
C -2.70787 -3.52989 4.33466 0.1 0.0 0.0
C -1.49118 -1.57019 1.84866 0.1 0.0 0.0
C -0.76217 -2.67969 1.41930 0.0 -0.1 -0.1
C 0.47549 -2.67473 0.76653 0.0 0.0 0.1
C 1.27945 -3.86128 0.51184 -0.1 0.0 0.0
C 0.86230 -5.27215 0.78967 0.0 0.0 0.0
C 1.09162 -5.68721 2.24510 0.0 0.0 0.1
C 2.47049 -3.42171 0.03155 0.1 0.0 0.0
C 2.39761 -1.96927 0.01679 -0.1 0.0 -0.1
C 3.48635 -1.13436 -0.18581 0.0 0.0 0.0
C 3.56086 0.24150 0.03367 0.0 0.0 -0.1
N 2.51962 1.04155 0.36199 0.0 0.1 0.1
C 3.03040 2.28837 0.54021 0.0 0.0 0.1
C 2.30932 3.39182 0.98752 0.0 0.0 0.0
C 0.99434 3.41178 1.42920 -0.1 -0.1 0.1
N 0.15374 2.34013 1.41801 -0.1 0.2 0.1
C -0.95724 2.71472 2.10138 0.0 0.0 -0.1
C -1.99944 1.86013 2.45775 -0.1 0.0 0.0
C -2.05595 0.48175 2.29610 0.0 0.1 -0.1
N -1.14654 -0.27625 1.62303 -0.2 0.0 0.1
C -0.86005 4.10524 2.49963 0.0 0.0 0.1
C 0.36044 4.53798 2.08572 0.0 0.0 0.0
C 0.97938 5.88613 2.28337 0.0 0.0 0.0
C 1.92924 5.94160 3.48369 0.0 0.0 0.1
C -1.90460 4.86218 3.25709 -0.1 0.0 0.0
C -1.86095 4.61854 4.76787 0.1 0.0 0.0
C 4.45774 2.29027 0.27720 -0.1 0.1 -0.1
C 4.78747 1.01317 -0.04667 0.1 -0.1 0.0
C 6.12018 0.48932 -0.48201 0.0 -0.1 0.0
C 6.23642 0.45191 -2.00902 0.0 0.0 -0.1
C 5.36659 3.47485 0.39306 0.0 0.0 0.0
C 5.78133 3.76887 1.83727 0.0 0.0 0.1
N 1.15083 -1.55895 0.38829 0.0 0.0 0.0
C 3.64436 -4.23017 -0.42838 0.0 0.0 0.0
C 3.72535 -4.31062 -1.95660 0.0 0.1 -0.1
H -4.69348 0.83669 5.74473 0.0 0.0 0.0
H -3.04904 1.21575 5.21003 0.0 0.0 0.0
H -3.45444 -0.42767 5.68612 0.0 0.0 0.0
H -4.65226 1.01372 3.25983 0.0 0.0 0.0
H -5.00631 -0.62689 3.73123 0.0 0.0 0.0
H -3.37879 -3.63023 2.28483 0.0 0.0 0.0
H -4.41994 -2.69743 3.32609 0.0 0.0 0.0
H -1.64945 -3.72792 4.15320 0.0 0.0 0.0
H -3.18819 -4.47091 4.61307 0.0 0.0 0.0
H -2.76491 -2.85182 5.18918 0.0 0.0 0.0
H -1.16451 -3.65336 1.67998 0.0 0.0 0.0
H 1.40863 -5.94694 0.12683 0.0 0.0 0.0
H -0.19164 -5.40041 0.53023 0.0 0.0 0.0
H 2.15282 -5.62871 2.49723 0.0 0.0 0.0
H 0.75251 -6.70925 2.42915 0.0 0.0 0.0
H 0.56136 -5.02284 2.93092 0.0 0.0 0.0
H 4.41238 -1.62367 -0.46592 0.0 0.0 0.0
H 2.85085 4.32987 1.04965 0.0 0.0 0.0
H -2.82082 2.31170 3.00369 0.0 0.0 0.0
H 0.18704 6.62757 2.41489 0.0 0.0 0.0
H 1.51476 6.17866 1.37582 0.0 0.0 0.0
H 1.39789 5.68624 4.40336 0.0 0.0 0.0
H 2.36614 6.93588 3.60811 0.0 0.0 0.0
H 2.74332 5.22240 3.37113 0.0 0.0 0.0
H -2.89365 4.59771 2.87288 0.0 0.0 0.0
H -1.78648 5.93082 3.05996 0.0 0.0 0.0
H -1.94585 3.55295 4.99155 0.0 0.0 0.0
H -2.66964 5.14145 5.28512 0.0 0.0 0.0
H -0.91097 4.96106 5.18447 0.0 0.0 0.0
H 6.27501 -0.51482 -0.07807 0.0 0.0 0.0
H 6.91793 1.10672 -0.06028 0.0 0.0 0.0
H 5.43453 -0.14954 -2.44210 0.0 0.0 0.0
H 7.19652 0.04368 -2.33531 0.0 0.0 0.0
H 6.12726 1.45614 -2.42345 0.0 0.0 0.0
H 4.88201 4.35622 -0.03708 0.0 0.0 0.0
H 6.26021 3.30359 -0.21259 0.0 0.0 0.0
H 4.90871 3.98300 2.45787 0.0 0.0 0.0
H 6.46058 4.62317 1.89720 0.0 0.0 0.0
H 6.28225 2.90026 2.27096 0.0 0.0 0.0
H 3.58639 -5.23647 -0.00634 0.0 0.0 0.0
H 4.56763 -3.79400 -0.03626 0.0 0.0 0.0
H 2.81895 -4.75527 -2.37409 0.0 0.0 0.0
H 4.57842 -4.90705 -2.28741 0.0 0.0 0.0
H 3.82864 -3.31137 -2.38939 0.0 0.0 0.0
O -1.36410 0.36508 -3.05348 -0.2 0.1 0.1
H -1.13909 1.11564 -3.61507 0.1 0.0 0.0
H -1.01484 -0.41193 -3.50780 0.2 0.0 0.0
O -1.58030 -1.50038 -1.22395 0.1 0.1 0.0
H -1.48360 -2.19357 -0.55730 0.0 0.0 0.1
H -2.44574 -1.08623 -1.00485 0.0 0.0 0.0
O 0.73929 3.25586 -1.53240 -0.3 -0.1 0.0
H -0.03023 3.48929 -2.07710 0.0 0.1 0.0
H 1.38554 2.88994 -2.16185 0.0 0.0 0.0
I 1.99758 0.62671 -3.05577 0.5 -0.1 -0.7
N 0.53336 -2.85341 -3.12092 -0.1 0.0 -0.1
C 0.18577 -3.48372 -4.30315 -0.1 -0.1 0.1
C 1.15611 -3.97607 -5.17368 0.1 0.0 -0.1
C 0.79583 -4.63418 -6.34536 0.0 0.0 0.0
C -0.53449 -4.81907 -6.69056 0.0 0.2 0.3
C -1.50640 -4.30378 -5.83037 0.0 -0.1 -0.2
C -1.16001 -3.64902 -4.66050 0.0 0.0 0.0
S -0.98959 -5.71462 -8.17142 0.0 0.1 0.1
O 0.28655 -6.03355 -8.79781 0.1 -0.1 -0.1
O -1.72186 -6.87687 -7.68705 -0.1 -0.2 0.1
O -1.81676 -4.79274 -8.93670 -0.1 0.1 -0.1
H -0.16623 -2.60872 -2.44420 -0.1 0.0 0.0
H 1.48525 -2.85945 -2.80661 0.0 0.1 0.0
H 2.20511 -3.83835 -4.92804 0.0 0.0 0.0
H 1.55400 -5.02274 -7.01314 0.0 0.0 0.0
H -2.55215 -4.43114 -6.08594 0.0 0.0 0.0
H -1.93159 -3.27018 -3.99537 0.0 0.0 0.0
O -3.80171 -0.13907 -0.38997 0.0 -0.2 0.0
C -3.62437 1.02042 -0.74505 0.4 0.3 0.1
N -2.43040 1.68065 -0.76369 -0.7 0.1 0.0
S -2.60270 3.17369 -1.37055 0.3 -0.1 0.2
O -1.90809 3.29458 -2.63953 0.1 0.1 0.0
O -2.31326 4.19483 -0.39859 0.0 0.0 -0.1
C -4.33029 3.09367 -1.66122 -0.3 0.3 -0.1
C -5.17599 4.03951 -2.20915 -0.1 -0.1 0.1
C -6.51826 3.69398 -2.30382 -0.1 0.0 0.0
C -6.97752 2.44734 -1.87245 0.1 0.0 0.0
C -6.10090 1.51285 -1.33457 -0.1 0.0 0.0
C -4.76917 1.86667 -1.23508 0.2 -0.2 0.0
H -4.80958 4.99919 -2.54889 0.0 0.0 0.0
H -7.22139 4.40187 -2.72564 0.0 0.0 0.0
H -8.02918 2.20676 -1.96812 0.0 0.0 0.0
H -6.42426 0.53193 -1.01070 0.0 0.0 0.0
```
Forces are in eV/Å.

Computed properties:
Charge ... -2
ΔE to the lowest compared entry with this formula, charge and spin ... 0.0 kcal per mole
HOMO ... -0.099 hartree
LUMO energy ... 2.99 eV